(1)
{
  "formula": "C12H48N24O12",
  "method": "the ωB97M-V functional and the def2-TZVPD basis",
  "energy_ev": -73568.1965,
  "e_homo_ha": -0.32754,
  "homo_lumo_gap_ev": 9.11,
  "relative_energy_ev": 2.1664,
  "multiplicity": 1,
  "symbols": ["C", "O", "N", "N", "H", "H", "H", "H", "C", "O", "N", "N", "H", "H", "H", "H", "C", "O", "N", "N", "H", "H", "H", "H", "C", "O", "N", "N", "H", "H", "H", "H", "C", "O", "N", "N", "H", "H", "H", "H", "C", "O", "N", "N", "H", "H", "H", "H", "C", "O", "N", "N", "H", "H", "H", "H", "C", "O", "N", "N", "H", "H", "H", "H", "C", "O", "N", "N", "H", "H", "H", "H", "C", "O", "N", "N", "H", "H", "H", "H", "C", "O", "N", "N", "H", "H", "H", "H", "C", "O", "N", "N", "H", "H", "H", "H"],
  "positions_angstrom": [[1.423, 2.121, -3.577], [0.818, 1.088, -3.317], [2.160, 2.266, -4.656], [1.298, 3.242, -2.841], [2.124, 1.634, -5.467], [2.492, 3.213, -4.902], [1.078, 3.019, -1.870], [1.653, 4.148, -3.035], [-3.174, -0.275, -2.570], [-3.623, 0.871, -2.452], [-1.852, -0.648, -2.804], [-3.968, -1.375, -2.547], [-1.781, -1.638, -2.968], [-1.273, -0.090, -3.408], [-4.946, -1.222, -2.619], [-3.632, -2.199, -2.128], [3.952, -0.268, 3.498], [3.347, -1.143, 4.129], [3.359, 0.441, 2.567], [5.219, -0.016, 3.841], [3.976, 0.904, 1.974], [2.534, 0.010, 2.166], [5.357, -0.398, 4.748], [5.602, 0.872, 3.555], [2.478, -2.321, -4.391], [3.083, -1.772, -3.452], [1.248, -1.788, -4.737], [2.802, -3.483, -5.020], [1.100, -0.890, -4.237], [1.197, -1.637, -5.740], [2.341, -3.934, -5.806], [3.414, -4.036, -4.439], [-3.783, -3.858, -0.016], [-3.018, -3.828, -0.991], [-4.769, -2.964, 0.265], [-3.676, -4.865, 0.871], [-4.362, -2.017, 0.170], [-5.310, -3.008, 1.113], [-4.017, -4.758, 1.831], [-2.936, -5.551, 0.850], [4.423, 0.550, -1.139], [4.356, 1.270, -0.148], [4.164, 1.133, -2.325], [4.577, -0.766, -0.956], [3.627, 1.983, -2.422], [3.812, 0.528, -3.067], [4.296, -1.486, -1.605], [4.850, -0.962, -0.015], [-5.756, 2.082, 0.728], [-6.185, 1.873, 1.876], [-6.583, 2.281, -0.230], [-4.514, 1.833, 0.319], [-7.502, 2.641, -0.018], [-6.258, 2.346, -1.171], [-3.926, 1.478, 1.058], [-4.255, 1.710, -0.649], [2.976, 4.502, -0.975], [2.431, 5.274, -1.732], [2.370, 3.921, 0.065], [4.277, 4.129, -1.033], [2.779, 3.194, 0.650], [1.416, 4.150, 0.307], [4.888, 4.628, -1.679], [4.580, 3.279, -0.610], [1.273, -4.299, 3.007], [0.780, -5.391, 2.957], [2.423, -4.084, 3.676], [0.696, -3.212, 2.598], [2.685, -4.784, 4.350], [2.802, -3.175, 3.860], [-0.003, -3.222, 1.871], [1.069, -2.327, 2.886], [-3.388, -0.386, 2.878], [-2.794, 0.286, 1.990], [-2.687, -0.993, 3.926], [-4.730, -0.520, 2.899], [-3.173, -1.416, 4.700], [-1.708, -0.901, 3.887], [-5.105, -0.542, 3.837], [-5.114, 0.365, 2.467], [0.404, -0.296, 0.465], [0.745, -0.407, 1.691], [1.290, -0.697, -0.500], [-0.855, 0.133, 0.053], [2.111, -1.129, -0.151], [1.173, -0.284, -1.413], [-1.482, 0.491, 0.765], [-1.026, 0.108, -0.910], [-0.677, 2.866, 2.385], [0.167, 3.238, 1.530], [-1.913, 3.392, 2.467], [-0.352, 1.954, 3.330], [-2.515, 3.032, 3.149], [-2.373, 3.846, 1.699], [-1.035, 1.388, 3.831], [0.529, 1.552, 3.000]],
  "forces_ev_per_a": [[-1.8565, 1.0134, 0.5498], [-0.0629, -1.4794, 0.4808], [2.3394, 0.9098, -3.7569], [-0.8177, -1.8007, 1.3417], [-0.2390, 0.3436, 1.1205], [-0.2733, -1.0300, 0.3646], [-0.1841, 0.6130, -0.4066], [0.5477, 0.5345, -0.0426], [-0.1793, 0.5384, -0.6210], [0.8852, -0.7193, -0.2888], [-0.3417, 0.2741, 0.4505], [-0.5092, 0.9010, -0.3043], [0.2899, -0.0042, -0.1832], [0.0887, 0.5026, 0.2328], [-0.5687, 0.0866, 0.4595], [0.3719, -1.5700, 0.3673], [-1.5124, -1.8002, 1.7859], [-0.2970, -0.5956, 0.0404], [-0.8142, 0.2644, -0.4806], [1.0716, 0.7151, -0.6375], [0.7044, 1.0821, -1.6676], [-0.4293, 0.1885, -0.1469], [0.7878, 0.1108, 0.5953], [0.2831, -0.1151, 0.4366], [-1.0866, 1.0865, 1.4386], [0.2827, -1.5445, -0.9806], [-0.0540, 1.2478, -0.6428], [1.1671, -0.1072, 0.6251], [0.2210, -0.5753, -0.4298], [-0.5131, -0.1946, 0.0463], [-0.1666, 0.5357, 0.7275], [0.2414, -0.1727, -0.5470], [1.7893, -1.4578, -0.4079], [-1.1218, 0.9132, 0.4465], [0.2885, 2.4873, -0.5681], [-0.3358, -1.2081, 2.1713], [-0.8091, -0.5392, -0.2329], [0.2148, -0.4263, 0.1493], [-0.0276, 0.1529, -0.8393], [0.0514, 0.3428, -0.7048], [-2.1288, 1.3988, 0.7808], [1.0065, 0.9890, 1.5415], [-0.4575, -1.3604, -2.8884], [0.4892, -0.6677, -0.7498], [0.4623, 0.2471, 1.1579], [0.5845, -0.3204, 0.1959], [0.1728, 0.1494, -0.1869], [-0.0526, -0.4868, 0.2117], [0.7792, -2.4604, 2.0297], [0.9040, 0.6001, 0.8204], [-3.6320, 1.6776, -3.3021], [1.3482, 0.3573, 0.9429], [0.1895, -0.2724, -0.0468], [0.0200, 0.2251, -0.3761], [0.5756, -0.2094, -0.3987], [0.0798, -0.0379, -0.0366], [0.9357, -0.7162, 1.5061], [-0.2599, 1.4706, -0.8128], [-1.3876, -0.6851, 1.0464], [1.3045, 1.0612, -1.5540], [0.0220, 0.4976, -0.4854], [0.0492, -0.0973, -0.1131], [-0.4641, -0.5197, 0.3107], [0.2384, -0.4990, 0.3299], [0.8337, -0.9849, 2.0186], [-0.9402, -2.5169, -0.8219], [1.7335, -0.3099, 0.9236], [-1.5846, 3.2196, -1.5880], [-0.0894, -0.1340, -0.2599], [-0.0302, 0.5839, -0.1007], [0.0912, -0.0786, 0.2530], [0.0225, 0.3695, -0.4298], [2.6900, 0.6121, 0.3202], [-1.1673, -1.4885, 1.9224], [-1.8091, 0.8381, -1.6142], [-1.1189, 1.6802, -0.3946], [0.3157, -0.0319, -0.1648], [1.1150, -0.2080, 0.1588], [-0.1158, -0.4353, 0.1197], [-0.3469, -1.0109, 0.1003], [-0.5419, -0.1689, 1.5933], [-0.9467, 0.3286, -1.9950], [-1.9256, 0.8453, 0.2463], [2.9959, -0.5593, 2.0413], [0.7387, -0.0164, -0.1968], [0.5170, -0.2905, -0.2664], [0.1382, -0.2346, -0.3697], [-0.6713, 0.1145, -1.3494], [1.0861, 0.9548, -1.4965], [-1.4361, -0.6953, 1.2484], [-0.2738, 0.6467, -0.5284], [1.0278, -0.1564, -0.1483], [-0.9130, -0.5169, 0.8843], [0.4542, 0.0687, -0.1817], [0.4313, 0.3131, -0.6000], [-0.4849, -0.5827, 0.8121]]
}



(2)
{
  "formula": "C12H48N24O12Ti",
  "method": "the ωB97M-V functional and the def2-TZVPD basis",
  "energy_ev": -96669.9082,
  "total_charge": 1,
  "e_homo_ha": [-0.23082, -0.38692],
  "homo_lumo_gap_ev": [3.63, 7.83],
  "relative_energy_ev": 0.0658,
  "multiplicity": 4,
  "symbols": ["Ti", "C", "O", "N", "N", "H", "H", "H", "H", "C", "O", "N", "N", "H", "H", "H", "H", "C", "O", "N", "N", "H", "H", "H", "H", "C", "O", "N", "N", "H", "H", "H", "H", "C", "O", "N", "N", "H", "H", "H", "H", "C", "O", "N", "N", "H", "H", "H", "H", "C", "O", "N", "N", "H", "H", "H", "H", "C", "O", "N", "N", "H", "H", "H", "H", "C", "O", "N", "N", "H", "H", "H", "H", "C", "O", "N", "N", "H", "H", "H", "H", "C", "O", "N", "N", "H", "H", "H", "H", "C", "O", "N", "N", "H", "H", "H", "H"],
  "positions_angstrom": [[32.631, -5.713, 23.773], [36.619, -5.268, 18.669], [36.304, -6.259, 18.026], [35.767, -4.666, 19.390], [37.781, -4.855, 19.079], [36.236, -3.917, 19.878], [34.807, -4.942, 19.543], [38.621, -5.203, 18.639], [37.837, -4.501, 20.023], [37.928, -5.349, 26.776], [37.685, -6.535, 27.039], [37.519, -4.692, 25.720], [39.048, -4.786, 27.141], [36.609, -5.052, 25.468], [37.935, -3.888, 25.273], [39.480, -5.322, 27.880], [39.393, -3.896, 26.811], [30.997, -4.675, 26.503], [32.020, -5.037, 25.900], [30.862, -3.572, 27.225], [29.921, -5.408, 26.233], [31.728, -3.053, 27.191], [30.382, -3.556, 28.113], [30.156, -6.110, 25.547], [28.986, -5.045, 26.354], [35.427, -7.955, 24.257], [34.685, -6.967, 24.390], [35.195, -9.114, 24.722], [36.595, -7.908, 23.754], [35.951, -9.729, 24.987], [34.358, -9.389, 25.214], [36.979, -6.991, 23.578], [37.246, -8.679, 23.714], [33.949, -7.188, 20.990], [33.301, -7.038, 21.990], [33.443, -7.022, 19.882], [35.215, -7.581, 20.978], [32.528, -6.600, 19.949], [33.892, -7.282, 19.016], [35.341, -8.003, 21.887], [35.702, -7.842, 20.133], [30.838, -8.618, 24.471], [31.062, -7.425, 24.641], [31.710, -9.659, 24.458], [29.614, -9.115, 24.331], [32.640, -9.510, 24.822], [31.383, -10.527, 24.058], [29.570, -10.123, 24.272], [28.811, -8.522, 24.177], [31.681, 0.219, 25.090], [30.769, 0.993, 24.895], [31.656, -1.062, 24.744], [32.832, 0.572, 25.565], [30.881, -1.433, 24.214], [32.471, -1.620, 24.955], [32.828, 1.565, 25.753], [33.506, -0.138, 25.815], [30.339, -7.888, 19.754], [30.435, -8.604, 18.764], [29.919, -6.676, 19.802], [30.722, -8.336, 20.929], [29.850, -6.221, 18.904], [30.009, -6.210, 20.694], [30.688, -7.584, 21.602], [31.251, -9.195, 20.975], [30.638, -3.914, 22.148], [30.671, -5.156, 22.187], [29.495, -3.313, 22.018], [31.722, -3.190, 22.331], [29.455, -2.339, 21.754], [28.604, -3.785, 22.087], [32.620, -3.544, 22.629], [31.618, -2.210, 22.108], [30.507, -8.867, 29.078], [31.610, -9.424, 28.970], [30.187, -7.792, 28.462], [29.492, -9.320, 29.713], [29.320, -7.274, 28.460], [30.909, -7.423, 27.860], [29.544, -10.203, 30.200], [28.567, -9.016, 29.444], [35.137, -3.410, 23.323], [34.041, -3.907, 23.496], [35.377, -2.099, 23.269], [36.154, -4.039, 22.811], [34.597, -1.467, 23.161], [36.312, -1.725, 23.186], [36.968, -3.449, 22.719], [36.310, -5.018, 22.616], [34.062, -6.565, 28.458], [34.368, -7.032, 29.550], [33.919, -7.237, 27.379], [33.735, -5.381, 28.334], [33.299, -6.853, 26.680], [34.077, -8.221, 27.544], [33.726, -4.954, 29.249], [33.334, -5.012, 27.484]],
  "forces_ev_per_a": [[0.3586, -1.0704, -0.1194], [-1.3432, -4.7180, -0.7699], [0.7061, -0.4412, -1.5800], [-4.3856, 4.0204, 3.0484], [5.8844, 0.7487, -0.3819], [-1.7730, 0.3491, 0.3566], [0.3058, 0.1151, -0.1919], [-0.1031, 0.0516, 0.2312], [0.5413, -0.2160, -0.5658], [2.6451, -3.2923, -1.0903], [-1.3789, 1.4014, 0.5308], [-4.5172, 0.5492, -3.0876], [3.1013, 0.5941, 3.4294], [-0.1615, 0.5827, -0.9092], [-0.3196, -0.2985, 0.5733], [0.6795, 0.6310, -0.0450], [-0.1421, -0.3313, 0.5482], [-0.6276, -1.6008, -2.0104], [1.5134, 1.1725, 0.3951], [1.0911, 1.5188, 0.9822], [-1.3672, -0.2586, 0.6149], [-0.1570, 0.2801, 0.4526], [-0.1412, -0.1001, -0.2337], [-0.5503, -0.4691, -0.1930], [0.2121, -0.1357, -0.0698], [-2.8743, 4.0838, 1.9030], [-0.0184, 0.0713, -0.4951], [-2.3032, -6.3850, 2.6991], [5.4958, 1.8340, -3.0756], [-0.0037, 0.1745, -0.2666], [0.2675, 0.7453, -0.1073], [0.0675, -0.2950, 0.0928], [-0.2806, 0.1803, 0.1141], [2.4737, -1.1594, 2.5436], [-1.4758, 0.7200, 3.6492], [-3.8074, 1.9215, -7.2920], [1.8275, -0.5972, 1.7821], [-0.1513, -0.2587, -0.8718], [-0.3210, 0.2823, -0.0891], [1.3233, -0.3405, -0.5087], [-0.0118, -0.1489, 0.2554], [-0.2779, -0.9493, 0.1780], [0.8891, 0.4874, -0.2197], [1.2335, 0.7652, 0.0854], [-1.6122, -0.1833, -0.2929], [-0.4718, -0.3295, -0.5207], [0.7592, 0.1000, 0.3443], [-0.8710, 0.4497, 0.0109], [0.2110, -0.3012, -0.0601], [-2.4026, 0.1927, -1.4291], [-0.7973, 0.4953, -0.1140], [-0.3500, -2.6833, -0.6616], [2.7323, 1.6037, 1.4610], [0.2650, -0.0515, 0.4448], [-0.5213, -0.3975, -0.4431], [0.9537, -0.2490, 0.5485], [0.2205, 0.9479, 0.2421], [1.1460, -4.4174, -2.1951], [-0.1383, 0.3083, -0.8756], [-1.4655, 3.9895, -0.8562], [0.1405, -0.5057, 2.6974], [-0.3156, 0.2977, 0.4399], [-0.1718, 0.9118, -0.4346], [0.9077, -1.0186, 0.9722], [-0.1333, 0.4857, 0.2805], [1.0839, -2.9223, 0.6496], [0.5314, -0.9103, 0.7566], [-2.9820, 2.5378, -0.7762], [0.0920, 2.3384, -0.7708], [-0.1271, -0.1085, 0.2260], [0.5006, -0.2553, -0.2428], [0.1086, -0.3251, -0.1693], [0.4206, 0.0653, 0.2828], [3.9004, -2.7574, -0.5906], [-0.5729, 0.4696, 0.2750], [0.4753, 5.5535, -3.8862], [-4.1788, -3.0783, 3.4590], [0.2440, -0.4536, 0.3510], [-0.1702, 0.1183, 0.0646], [0.1246, 0.2023, -0.1541], [0.2394, -0.1463, 0.3266], [-1.3225, 0.0168, -1.2792], [-1.3015, -0.5588, 1.1504], [-0.6111, 2.9499, 0.9461], [4.2472, -2.0689, -0.9995], [0.2299, 0.0029, 0.3008], [-0.4790, 0.0401, -0.0668], [0.1111, -0.6414, -0.3000], [-0.8135, 0.0315, 0.4613], [1.2876, -4.7536, 3.9952], [0.8632, -0.6031, 0.5618], [0.0928, -3.7971, -3.8044], [-1.8293, 8.7737, 0.4377], [0.2637, -0.6598, -0.3294], [-0.4616, -0.0143, -0.5613], [-0.2684, 0.8225, -0.4739], [0.0930, 0.2715, 0.3097]]
}